# 1
Molecular formula: C3H3ClO2
Method: DFT, ωB97M-V/def2-TZVPD

Cartesian coordinates (Å):
1 C 0.056279 0.275082 0.404627
2 C 1.255070 0.305128 -0.326029
3 C -1.253593 -0.175705 -0.050119
4 O 0.625481 0.849721 1.320988
5 O 1.975680 1.126183 -0.801036
6 Cl 1.968101 -1.433950 -0.006385
7 H -2.000602 0.299835 0.424330
8 H -1.241830 -1.235117 0.131046
9 H -1.384588 -0.011173 -1.097426

Atomic forces in eV per Å
C 0.62 2.01 -0.32
C 4.85 -0.87 -3.29
C 1.87 -1.24 -0.38
O -2.85 0.05 3.00
O -1.54 -0.98 -0.04
Cl -0.19 0.25 -0.29
H -2.71 1.37 2.04
H -0.39 -0.66 0.07
H 0.34 0.08 -0.78

Results
Frontier orbital gap, eV: 10.171
Energy relative to the best compared isomer or geometry (same formula, charge and spin), kcal/mol: 40.1
E_tot, eV: -19774.950
Total charge: 0

Atom charges from the Mulliken analysis, given in e for atoms 1 to 6: 0.819, 0.430, -1.213, -0.430, -0.429, -0.262

# 2
Molecular formula: C3H3ClO2S
Method: DFT, ωB97M-V/def2-TZVPD

Cartesian coordinates (Å):
1 C -1.081655 -0.432506 0.242393
2 C 0.006208 0.697994 0.394122
3 C 1.396740 0.168889 0.992595
4 H -1.132973 -2.352166 0.052354
5 H 1.241061 -0.740083 1.685853
6 H 2.108018 0.900012 1.722230
7 O -0.366871 -1.725285 0.351575
8 O -0.257325 1.916120 0.076106
9 S -2.471941 0.056706 -0.365447
10 Cl 2.376516 -0.167530 -0.635846

Atomic forces in eV per Å
C 3.59 -0.29 -0.94
C -0.03 4.20 0.38
C 1.26 1.20 1.10
H 2.10 1.11 0.77
H 0.33 1.07 -1.90
H -2.31 -1.44 -2.63
O -5.12 1.50 -1.01
O 1.63 -6.10 1.65
S -0.44 -1.31 0.40
Cl -1.01 0.07 2.18

Results
Frontier orbital gap, eV: 8.246
SMILES string: O=C(CCl)C(O)=S
Energy relative to the best compared isomer or geometry (same formula, charge and spin), kcal/mol: 50.5
E_tot, eV: -30609.486
Total charge: 0

Atom charges from the Mulliken analysis, given in e for atoms 1 to 6: 0.237, 0.397, -0.362, 0.341, 0.303, 0.323

# 3
Molecular formula: C3H3ClOS
Method: DFT, ωB97M-V/def2-TZVPD

Cartesian coordinates (Å):
1 C 0.872006 0.279710 0.542529
2 C 1.721169 0.378487 -0.647704
3 C 1.406030 -1.007306 0.041637
4 O 1.432396 -3.789610 -0.164415
5 S 1.006037 -2.606432 0.629588
6 Cl 3.011093 1.457124 -0.257976
7 H 1.382837 0.705375 1.530860
8 H -0.130441 0.528720 0.537063
9 H 1.474888 0.565731 -1.620804

Atomic forces in eV per Å
C 1.38 -0.02 2.97
C 0.61 -1.55 2.63
C -0.44 -1.71 1.14
O -0.18 1.37 0.90
S 1.27 2.53 -2.67
Cl 1.89 0.11 -0.27
H -1.04 -0.90 -2.27
H -2.14 0.13 -0.21
H -1.35 0.05 -2.23

Results
Frontier orbital gap (spin up / spin down), eV: 8.402 / 8.404
Energy relative to the best compared isomer or geometry (same formula, charge and spin), kcal/mol: 82.6
E_tot, eV: -28560.604
Total charge: 0

Atom charges from the Mulliken analysis, given in e for atoms 1 to 6: -0.618, 0.071, 0.002, -0.480, 0.313, -0.178

# 4
Molecular formula: C3H3ClS
Method: DFT, ωB97M-V/def2-TZVPD

Cartesian coordinates (Å):
1 C 1.182671 0.169156 -0.443030
2 C -0.051130 0.476203 0.009754
3 C -1.001177 -0.438849 0.535161
4 H 1.755499 0.917603 -1.006179
5 H -0.528735 1.490054 -0.315120
6 H -1.177570 -0.257346 1.628548
7 S -2.134116 -1.091710 -0.348543
8 Cl 1.954557 -1.265113 -0.060588

Atomic forces in eV per Å
C -1.53 2.40 0.37
C 1.77 1.99 -2.91
C -1.42 1.26 2.67
H -0.11 -0.54 0.34
H 1.15 -1.78 0.69
H 0.28 -0.97 -0.55
S -0.75 -1.17 -0.67
Cl 0.60 -1.18 0.07

Results
Frontier orbital gap, eV: 8.363
SMILES string: S=C/C=C\Cl
Energy relative to the best compared isomer or geometry (same formula, charge and spin), kcal/mol: 17.0
E_tot, eV: -26515.224
Total charge: 0

Atom charges from the Mulliken analysis, given in e for atoms 1 to 6: -0.137, -0.097, -0.287, 0.336, 0.257, 0.272

# 5
Molecular formula: C3H3CoFO3
Method: DFT, ωB97M-V/def2-TZVPD

Cartesian coordinates (Å):
1 C 1.360227 -1.178740 -1.799247
2 C 1.320148 -2.279798 -1.079141
3 O -0.524971 0.889863 3.404545
4 C -0.670563 0.897765 2.175049
5 O -1.321072 -0.038725 1.512380
6 O 0.027357 1.690872 1.366338
7 Co -0.457900 0.550664 -0.051594
8 F 0.386847 -0.177878 -1.569147
9 H 2.013938 -0.898443 -2.621663
10 H 2.004938 -3.082821 -1.350951
11 H 0.558111 -2.448249 -0.319128

Atomic forces in eV per Å
C 0.73 -1.36 0.01
C -0.27 0.44 -0.58
O -0.17 0.33 2.04
C 1.02 -0.83 -5.18
O -0.20 0.75 2.17
O -0.85 -0.05 2.40
Co -0.21 0.24 -0.51
F 0.13 0.13 -0.82
H -0.34 0.14 0.27
H -0.07 0.28 0.30
H 0.24 -0.05 -0.09

Results
Frontier orbital gap (spin up / spin down), eV: 10.945 / 6.946
Multiplicity: 5
Energy relative to the best compared isomer or geometry (same formula, charge and spin), kcal/mol: 0.0
E_tot, eV: -49635.251
Total charge: +1

Atom charges from the Mulliken analysis, given in e for atoms 1 to 6: 0.212, -0.615, -0.063, 1.215, -0.572, -0.584

# 6
Molecular formula: C3H3CrLiO4
Method: DFT, ωB97M-V/def2-TZVPD

Cartesian coordinates (Å):
1 C -1.922337 0.976987 0.362305
2 C -1.183717 0.931229 -0.946055
3 O 0.128816 0.464751 -0.768113
4 C 0.291758 -0.855564 -0.343426
5 O 1.001675 -1.046311 0.684633
6 O 0.367253 -1.623368 -1.278190
7 O -1.425531 0.643698 1.418014
8 H -2.872431 1.543712 0.339403
9 H -1.080943 1.951932 -1.338938
10 H -1.760458 0.293163 -1.635773
11 Cr 2.218271 0.756083 -0.310926
12 Li -0.334757 -0.838270 2.092864

Atomic forces in eV per Å
C 0.32 1.61 0.12
C -0.15 -0.14 0.01
O -0.96 1.81 1.01
C 4.00 -2.81 -3.90
O -0.87 1.55 3.28
O -2.48 -0.84 -0.41
O -0.32 -0.79 -0.08
H -0.09 -0.50 0.05
H -0.45 -0.24 -0.01
H 0.25 0.22 -0.14
Cr 0.33 -0.04 0.24
Li 0.43 0.17 -0.18

Results
Frontier orbital gap (spin up / spin down), eV: 7.658 / 9.247
Multiplicity: 6
Energy relative to the best compared isomer or geometry (same formula, charge and spin), kcal/mol: 0.0
E_tot, eV: -39968.349
Total charge: +1

Atom charges from the Mulliken analysis, given in e for atoms 1 to 6: 0.173, -0.507, -0.349, 0.988, -0.931, -0.540

# 7
Molecular formula: C3H3CrO2
Method: DFT, ωB97M-V/def2-TZVPD

Cartesian coordinates (Å):
1 O 0.847130 0.503833 0.632627
2 C -0.238516 -0.200670 0.670478
3 C -0.340880 -0.474237 -0.758453
4 C 0.815281 0.313516 -1.114002
5 H -0.960688 -1.187595 -1.296118
6 H 0.666765 1.247333 -1.665032
7 H 1.781963 -0.176941 -1.260940
8 O -0.992081 -0.394037 1.628478
9 Cr -1.578975 0.368797 3.162961

Atomic forces in eV per Å
O -0.85 -0.37 -1.47
C 1.15 1.98 1.16
C 0.44 -1.57 -1.62
C -0.30 -0.06 2.47
H -0.40 -0.03 -0.57
H 0.09 0.58 -0.08
H 0.32 -0.42 -0.68
O 0.47 -0.88 -1.83
Cr -0.93 0.77 2.62

Results
Frontier orbital gap (spin up / spin down), eV: 8.362 / 9.129
Multiplicity: 5
Energy relative to the best compared isomer or geometry (same formula, charge and spin), kcal/mol: 0.0
E_tot, eV: -35633.850
Total charge: +3

Atom charges from the Mulliken analysis, given in e for atoms 1 to 6: -0.232, 0.770, 0.179, 0.049, 0.412, 0.351

# 8
Molecular formula: C3H3CsLiO4
Method: DFT, ωB97M-V/def2-TZVPD

Cartesian coordinates (Å):
1 C -3.069532 -0.244158 -0.829331
2 O -3.830887 0.770805 -0.938620
3 O -3.661063 -1.115177 0.116330
4 C -3.876782 -2.462612 -0.240706
5 H -2.979251 -3.001162 0.085137
6 H -4.804615 -2.842706 0.213045
7 H -4.025410 -2.543690 -1.323976
8 Li -4.520290 0.531071 0.838345
9 C -1.400830 -0.042549 -0.397078
10 O -0.485542 -0.685355 -1.002017
11 O -1.226909 0.477271 0.760813
12 Cs 3.071548 0.375449 0.966912

Atomic forces in eV per Å
C 2.26 0.70 -0.57
O -0.22 1.18 0.20
O -0.95 -0.70 1.53
C 0.35 0.06 -0.25
H -0.40 -0.50 -0.22
H 0.43 0.14 0.27
H 0.30 0.00 0.08
Li 0.77 -0.31 -0.95
C 0.29 -1.97 1.61
O -1.30 1.22 -0.07
O -0.67 0.30 -1.36
Cs -0.87 -0.12 -0.27

Results
Frontier orbital gap (spin up / spin down), eV: 2.515 / 5.105
Multiplicity: 2
Energy relative to the best compared isomer or geometry (same formula, charge and spin), kcal/mol: 44.0
E_tot, eV: -12099.796
Total charge: 0

Atom charges from the Mulliken analysis, given in e for atoms 1 to 6: 0.169, -0.849, -0.218, -0.734, 0.241, 0.235

# 9
Molecular formula: C3H3F
Method: DFT, ωB97M-V/def2-TZVPD

Cartesian coordinates (Å):
1 C 0.037508 0.182148 -0.329378
2 C -0.587388 0.943547 -1.208620
3 C 1.164207 -0.990713 1.090614
4 F 1.044850 -0.371767 2.244313
5 H -0.788608 1.832431 -1.770453
6 H 0.681526 -1.953337 1.022790
7 H -1.552095 0.357690 -1.049266

Atomic forces in eV per Å
C -1.17 -0.05 -0.46
C 0.14 -1.95 2.31
C 1.93 2.29 -2.23
F -0.93 -0.42 0.29
H 0.79 0.26 -0.28
H -1.37 -0.31 0.37
H 0.60 0.18 0.00

Results
Frontier orbital gap (spin up / spin down), eV: 7.747 / 7.746
Energy relative to the best compared isomer or geometry (same formula, charge and spin), kcal/mol: 123.2
E_tot, eV: -5869.116
Total charge: 0

Atom charges from the Mulliken analysis, given in e for atoms 1 to 6: -0.143, -0.404, -0.004, -0.141, 0.356, 0.123

# 10
Molecular formula: C3H3F2N
Method: DFT, ωB97M-V/def2-TZVPD

Cartesian coordinates (Å):
1 C -0.035058 0.225544 -1.032612
2 C -0.777854 -0.095802 0.775595
3 C 0.451399 -0.558016 0.113600
4 N -1.136642 0.550826 -0.514851
5 F 1.986012 1.281335 -0.071501
6 F 1.198149 -1.645895 0.209631
7 H 0.381581 0.576190 -2.029603
8 H -1.378358 -0.928214 0.903789
9 H -0.689231 0.594029 1.645952

Atomic forces in eV per Å
C 2.60 0.32 -3.03
C 0.05 1.23 1.68
C 3.12 0.81 -1.96
N -0.65 0.49 0.86
F -1.46 -1.71 0.39
F -1.47 2.02 0.15
H -0.51 -0.90 1.43
H -1.60 -1.60 1.16
H -0.08 -0.66 -0.68

Results
Frontier orbital gap (spin up / spin down), eV: 7.652 / 8.810
Energy relative to the best compared isomer or geometry (same formula, charge and spin), kcal/mol: 117.3
E_tot, eV: -10079.183
Total charge: 0

Atom charges from the Mulliken analysis, given in e for atoms 1 to 6: -0.017, -0.232, 0.552, -0.374, -0.605, -0.178